# 1
18
Properties=species:S:1:pos:R:3:forces:R:3:mulliken_charge:R:1 method="wB97M-V/def2-TZVPD" homo_lumo_gap_ev=6.944 relative_energy_kj_mol=573.3 lumo_energy_ev=-5.44 homo_ev=-12.39 total_charge=+1
C 2.245 0.625 0.664 -0.449 -3.688 -1.811 0.1283
C 2.233 1.872 1.242 -0.447 1.764 1.428 -0.9413
C -0.449 -0.942 -1.156 -0.181 0.532 0.481 -1.5159
C -1.997 -2.005 0.656 -0.127 -1.807 -0.389 -1.2202
C -1.059 -0.832 0.240 -0.760 -1.348 -1.637 0.7053
N -0.119 -0.694 1.263 0.790 -0.032 1.560 0.3758
N 0.845 -0.338 1.724 0.711 -0.096 0.049 -0.3988
I 3.803 -0.292 -0.453 -1.174 1.096 1.049 0.2714
H 3.098 2.416 0.952 0.892 1.083 0.953 0.3801
H 1.875 1.712 2.340 1.294 0.448 -1.380 0.3495
H 1.361 2.468 0.914 -0.105 -0.356 -0.319 0.3262
H 0.055 -0.060 -1.494 0.694 0.404 0.148 0.3799
H 0.035 -1.830 -1.423 1.616 -1.319 0.544 0.4308
H -1.212 -1.055 -1.857 -2.115 0.322 -0.892 0.4728
H -1.739 -3.107 0.290 0.173 2.595 0.602 0.3039
H -2.981 -1.849 0.245 -0.348 0.262 -0.267 0.3574
H -2.145 -2.076 1.748 0.306 0.242 -0.467 0.3852
H -1.508 0.160 0.241 -0.770 -0.102 0.347 0.2093

***

# 2
19
Properties=species:S:1:pos:R:3:forces:R:3:mulliken_charge:R:1 method="wB97M-V/def2-TZVPD" homo_lumo_gap_ev=9.033 relative_energy_kj_mol=80.7 lumo_energy_ev=-0.25 homo_ev=-9.29
C -1.047 0.579 0.081 0.168 -0.307 -0.038 0.2991
C 0.687 -0.503 -1.240 1.197 0.290 0.866 -1.4729
C 0.697 -0.603 1.322 1.497 2.197 -1.915 -1.4081
C 1.171 1.605 -0.053 -2.300 0.521 0.772 -1.5928
C 0.388 0.239 0.038 0.475 1.161 1.078 1.5588
N -1.909 -0.519 -0.131 -1.681 -0.349 0.182 -0.3443
O -1.433 1.723 0.117 -0.883 -0.633 0.007 -0.5930
O -1.765 -1.845 0.461 0.712 0.564 -2.113 -0.3905
I -3.879 0.151 -0.160 0.133 -0.594 0.058 0.1174
H 0.312 0.211 -1.966 0.244 -0.685 -0.987 0.3926
H 1.797 -0.637 -1.256 -0.844 0.098 -0.518 0.4401
H 0.235 -1.480 -1.223 -0.306 -0.284 -0.553 0.3418
H 0.261 -0.092 2.189 0.809 -0.219 0.052 0.3586
H 1.813 -0.642 1.168 -0.954 -0.463 1.419 0.3935
H 0.190 -1.504 1.142 -0.022 -1.417 0.369 0.3969
H 2.139 1.333 -0.364 1.398 0.176 -0.371 0.4875
H 0.650 2.348 -0.765 1.024 -1.393 0.959 0.3141
H 1.185 2.105 0.946 0.134 -0.370 -0.768 0.3372
H -1.492 -2.469 -0.307 -0.802 1.707 1.502 0.3640

***

# 3
20
Properties=species:S:1:pos:R:3:forces:R:3:mulliken_charge:R:1 method="wB97M-V/def2-TZVPD" homo_lumo_gap_ev=8.105 relative_energy_kj_mol=286.2 lumo_energy_ev=-0.11 homo_ev=-8.21
C 2.264 -1.009 -0.933 -1.269 0.349 0.098 -0.7799
C 1.178 -0.281 -1.111 -0.860 0.453 1.810 0.2340
C 0.015 1.561 0.236 -0.662 0.153 -0.295 -0.9029
C -0.609 -0.696 0.619 0.229 -1.697 0.643 -0.4441
C -1.497 -0.228 1.778 -0.415 -2.816 -2.159 -1.4155
N 0.520 0.189 0.369 0.255 1.614 -4.031 -0.1391
O 0.313 1.435 -3.109 0.009 -0.089 0.323 -0.5559
O -1.340 -0.118 -2.135 0.863 0.215 -0.288 -0.6199
S 0.010 0.049 -2.748 -0.486 -0.248 -0.037 0.5405
I -2.635 -1.882 2.484 -0.243 -0.228 -0.058 0.0496
H 2.704 -1.563 -1.714 0.561 -0.178 -0.945 0.2946
H 2.600 -1.203 0.050 0.647 -0.222 0.930 0.2781
H -0.458 1.638 -0.708 -0.442 -0.069 -1.060 0.3471
H -0.794 1.616 0.934 0.058 0.980 0.623 0.3256
H 0.712 2.373 0.254 0.774 0.037 0.534 0.4015
H -1.172 -0.842 -0.283 0.003 0.092 -0.522 0.4180
H -0.004 -1.602 0.825 -1.342 -0.213 0.358 0.4583
H -0.830 -0.134 2.519 1.848 1.334 3.256 0.5981
H -2.204 0.534 1.616 -0.436 0.925 -0.262 0.5838
H 1.227 0.162 1.057 0.906 -0.395 1.083 0.3281

***

# 4
17
Properties=species:S:1:pos:R:3:forces:R:3:mulliken_charge:R:1 method="wB97M-V/def2-TZVPD" homo_lumo_gap_ev="8.320 / 7.808" relative_energy_kj_mol=473.8 lumo_energy_ev="0.21 / -0.38" homo_ev="-8.11 / -8.19"
C 0.182 -1.382 1.363 2.489 -0.378 2.818 -0.6660
C 0.200 -1.816 -0.070 -2.584 -1.093 -1.365 -0.0135
C 0.777 -0.534 0.280 0.218 1.445 0.009 -0.2053
C 0.413 2.754 -0.087 -3.249 1.872 1.498 -0.9624
C -0.525 1.592 -0.237 1.432 0.191 1.427 -0.5957
P -1.502 -1.700 -0.831 0.489 0.649 -1.768 -0.1511
I 2.794 -0.154 -0.241 -0.501 -0.037 0.453 0.0071
H -0.676 -0.937 1.878 -0.129 -0.417 -0.621 0.2364
H 0.860 -1.890 2.198 -1.201 0.954 -2.181 0.1845
H 0.602 -2.725 -0.562 0.810 0.841 1.100 0.4068
H 1.340 2.594 -0.414 3.735 -1.370 -1.620 0.2881
H 0.618 3.053 0.992 -0.947 0.087 -1.282 0.2770
H 0.107 3.642 -0.790 -0.001 -1.244 1.638 0.2832
H -0.464 1.059 -1.108 -0.053 -0.856 -2.315 0.5020
H -1.524 1.644 0.167 0.082 -0.217 0.509 0.3289
H -2.033 -2.876 -0.387 -0.297 -1.103 0.557 0.0367
H -1.168 -2.325 -2.150 -0.292 0.675 1.143 0.0435

***

# 5
19
Properties=species:S:1:pos:R:3:forces:R:3:mulliken_charge:R:1 method="wB97M-V/def2-TZVPD" homo_lumo_gap_ev="9.713 / 7.740" relative_energy_kj_mol=136.0 lumo_energy_ev="-3.76 / -7.04" homo_ev="-13.48 / -14.78" spin_multiplicity=5 total_charge=+1
O -0.715 0.853 -1.055 1.442 -0.073 -0.247 -0.2733
Ir 3.271 0.342 0.346 0.674 -0.051 0.303 0.8131
O 1.396 0.329 -0.508 1.294 0.539 -0.164 -0.5226
C 0.202 0.195 -0.368 -4.674 -1.316 -0.558 0.6268
O -0.406 -0.730 0.351 1.813 0.627 1.346 -0.2680
C -1.216 2.104 -0.568 -0.437 1.534 -0.392 -0.2416
C -2.110 1.971 0.643 -0.069 -0.030 0.512 -0.9622
H -0.361 2.761 -0.369 -0.144 -0.069 -0.134 0.3088
H -1.770 2.519 -1.419 0.286 -0.212 0.177 0.3136
H -1.549 2.252 1.544 -0.308 -0.241 -0.068 0.3136
H -2.974 2.645 0.559 0.306 -0.194 0.019 0.3376
H -2.487 0.946 0.750 0.062 0.312 -0.029 0.2671
C -0.641 -2.021 -0.229 -0.402 -1.005 -0.989 -0.1973
C -1.145 -3.001 0.807 -0.115 0.167 0.235 -1.1415
H -1.395 -1.833 -1.002 0.113 -0.308 -0.003 0.2824
H 0.275 -2.380 -0.714 -0.031 0.123 0.197 0.3492
H -2.187 -2.780 1.076 0.342 -0.074 -0.011 0.3168
H -0.529 -2.969 1.716 -0.125 -0.039 -0.263 0.3169
H -1.101 -4.017 0.394 -0.029 0.310 0.068 0.3605

***

# 6
20
Properties=species:S:1:pos:R:3:forces:R:3:mulliken_charge:R:1 method="wB97M-V/def2-TZVPD" homo_lumo_gap_ev=4.423 lumo_energy_ev=-0.81 homo_ev=-5.23
O -1.224 -1.527 -1.653 -0.722 -0.037 -0.964 -0.7007
C -1.852 -0.425 -2.224 0.177 0.082 -0.488 -0.4393
C -2.520 0.465 -1.181 -0.314 0.021 -0.243 -0.4812
O -1.571 0.634 -0.122 0.082 -0.055 -0.028 -0.1324
C -1.865 1.631 0.841 0.003 0.474 0.061 -0.7348
Yb -0.359 -1.301 0.177 0.173 0.048 1.016 1.0056
H -2.629 -0.713 -2.956 0.176 0.068 0.114 0.3192
H -1.103 0.194 -2.759 -0.317 -0.103 0.042 0.2590
H -3.426 -0.002 -0.761 0.155 0.046 -0.098 0.3319
H -2.792 1.447 -1.597 0.101 -0.207 0.048 0.4166
H -1.667 1.187 1.823 -0.301 0.308 0.019 0.2273
H -1.184 2.483 0.705 -0.193 -0.176 0.007 0.2145
H -2.908 1.962 0.721 0.293 -0.156 0.334 0.3528
C 1.940 -1.602 0.996 1.211 -0.093 -0.519 -1.2828
C 2.663 -0.661 0.238 -0.133 -0.352 1.160 0.2338
O 2.850 0.529 0.625 0.003 0.019 -0.416 -0.4266
Mg 2.206 2.426 0.184 -0.090 0.009 0.016 -0.3249
H 1.804 -1.378 2.062 0.019 -0.044 -0.354 0.3892
H 2.093 -2.651 0.718 -0.041 0.166 0.147 0.3910
H 3.112 -0.969 -0.726 -0.281 -0.020 0.147 0.3818

***

# 7
16
Properties=species:S:1:pos:R:3:forces:R:3:mulliken_charge:R:1 method="wB97M-V/def2-TZVPD" homo_lumo_gap_ev=7.215 relative_energy_kj_mol=239.9 lumo_energy_ev=-5.69 homo_ev=-12.91 total_charge=+1
C -0.889 1.558 1.433 0.652 0.559 -0.726 -0.5795
C -1.027 1.038 0.181 -0.890 -0.495 2.627 -0.2669
C -0.076 1.371 -0.861 -0.421 -0.786 -3.738 -0.2212
C 0.076 0.552 -1.978 -0.443 1.913 1.361 -0.7969
H -0.107 2.329 1.544 -0.379 -0.374 0.067 0.2438
H -1.436 1.364 2.369 -0.077 -0.238 -0.947 0.3149
H -1.804 0.237 0.057 0.796 0.835 -0.336 0.3556
H 0.308 2.404 -0.957 0.415 -0.853 0.753 0.3265
H 0.768 0.840 -2.793 -0.624 -0.304 0.577 0.2741
H -0.667 -0.247 -2.147 0.763 0.097 0.127 0.3859
C 1.027 -2.283 1.002 -0.820 1.143 -1.448 -0.0659
N 0.447 -1.572 0.064 2.423 -1.089 1.663 -0.0938
H 1.362 -1.783 1.919 -0.507 -0.195 -0.248 0.2697
H 1.216 -3.352 0.873 -0.059 0.368 -0.163 0.2734
H 0.423 -1.916 -0.909 -0.596 0.098 0.694 0.2997
H 0.379 -0.540 0.203 -0.234 -0.676 -0.264 0.2805

***

# 8
16
Properties=species:S:1:pos:R:3:forces:R:3:mulliken_charge:R:1 method="wB97M-V/def2-TZVPD" homo_lumo_gap_ev=9.202 relative_energy_kj_mol=150.9 smiles="C=C/[N+](C)=C/C" lumo_energy_ev=-5.17 homo_ev=-14.37 total_charge=+1
C -2.398 -0.817 -0.132 1.579 2.445 0.004 -0.8739
C -1.623 0.293 0.071 -1.951 -0.036 -0.445 0.4174
C 0.529 -0.810 0.087 -2.805 0.188 -0.004 0.3947
C 1.930 -0.852 0.058 4.301 -1.530 0.056 -1.1854
C 0.428 1.573 0.012 0.011 2.374 -3.251 -1.0758
N -0.192 0.272 -0.004 1.384 -1.570 1.289 0.1335
H -3.434 -0.696 -0.378 -0.459 0.062 0.563 0.2821
H -1.992 -1.812 -0.222 0.079 -0.024 -0.161 0.2050
H -1.945 1.402 0.209 -0.040 -2.546 -0.402 0.2514
H -0.017 -1.738 0.284 0.067 0.317 -0.432 0.2751
H 2.435 -1.142 -0.940 -1.199 0.626 1.022 0.3091
H 2.308 -1.741 0.681 -0.660 1.369 -0.567 0.3427
H 2.415 0.071 0.410 -0.143 -0.394 -0.187 0.3598
H 1.301 1.763 -0.714 -1.280 -0.909 1.215 0.3823
H 0.632 2.006 0.956 0.434 -0.340 1.318 0.4229
H -0.375 2.227 -0.378 0.680 -0.033 -0.018 0.3591